Record 1
Molecular formula: C5H6O
Method: DFT, wB97M-V/def2-TZVPD

Computed properties:
Gap between HOMO and LUMO: 10.12 eV
E_tot: -269.20735 a.u.
Charge: 0
ΔE to the lowest compared entry with this formula, charge and spin: 364.7 kJ/mol
SMILES: CC#CCC=O

Cartesian coordinates (Å):
C 2.014 -0.224 0.356
C 1.399 1.130 0.019
C 0.200 0.906 -0.112
C -1.148 0.493 0.183
C -1.801 -0.461 -0.802
O -2.627 -1.266 -0.456
H 2.273 -0.247 1.419
H 2.853 -0.483 -0.275
H 1.231 -0.973 0.146
H -1.703 1.433 0.194
H -1.206 0.052 1.188
H -1.485 -0.361 -1.860

=====

Record 2
Molecular formula: C5H6O
Method: DFT, wB97M-V/def2-TZVPD

Computed properties:
Gap between HOMO and LUMO: 10.17 eV
E_tot: -269.19281 a.u.
Charge: 0
ΔE to the lowest compared entry with this formula, charge and spin: 402.8 kJ/mol
SMILES: C#C[C@@H](O)C=C

Cartesian coordinates (Å):
C -0.569 2.420 0.822
C -0.459 1.407 0.047
C -0.516 0.077 -0.513
O -0.512 0.314 -1.921
C 0.662 -0.573 -0.084
C 0.767 -1.550 0.838
H -0.348 3.265 1.569
H -1.386 -0.513 -0.301
H -0.926 -0.642 -2.345
H 1.578 -0.006 -0.329
H -0.078 -2.297 1.127
H 1.787 -1.900 1.090

=====

Record 3
Molecular formula: C5H6O
Method: DFT, wB97M-V/def2-TZVPD

Computed properties:
Gap between HOMO and LUMO (spin up / spin down): 7.93 / 7.43 eV
E_tot: -269.18398 a.u.
Charge: 0
ΔE to the lowest compared entry with this formula, charge and spin: 426.0 kJ/mol

Cartesian coordinates (Å):
C -0.738 -1.977 -0.133
C -0.020 -0.748 0.379
O 0.287 -0.621 1.555
C 0.243 0.309 -0.586
C 0.534 1.579 -0.169
C 0.218 2.574 0.690
H -0.371 -2.873 0.373
H -0.660 -2.094 -1.218
H -1.796 -1.852 0.119
H 0.321 0.091 -1.647
H 1.266 1.955 -0.897
H 0.946 3.208 1.203